1.
Below is a single H3O4PS molecule, with properties calculated with ωB97M-V with the def2-TZVPD basis set.

For the energy relative to the best compared isomer or geometry (same formula, charge and spin), the calculation gives 332.98 kJ/mol. The gap between HOMO and LUMO comes out at 0.3525 hartree. For the total energy, the calculation gives -28360.708 eV. The calculation puts the HOMO energy at -9.7 eV.

Element x y z (Å)
O  0.15071  0.84514  -0.14088
O  -1.48986  0.39986  2.19331
O  -1.00392  -1.42602  0.47888
O  1.56787  0.59780  0.01974
P  -1.61083  0.08271  0.77183
S  -2.39027  0.68361  -0.95177
H  0.05681  1.76935  -0.40236
H  1.55390  -0.35720  0.08586
H  -0.83592  -1.64203  -0.48586


2.
Below is a molecular structure, C22H24N9NiSSe, with properties calculated with ωB97M-V with the def2-TZVPD basis set.

For the energy relative to the best compared isomer or geometry (same formula, charge and spin), the calculation gives 11.26 kJ/mol. The gap between HOMO and LUMO (spin up / spin down) comes out at 0.1720 / 0.1720 hartree. For the total energy, the calculation gives -153837.628 eV. The total charge is -1. The calculation puts the HOMO energy (spin up / spin down) at -2.7 / -2.7 eV.

Element x y z (Å)
Ni  -0.23034  0.54977  1.08918
C  3.51410  2.36797  2.05806
C  2.10074  2.04053  1.72118
N  1.55152  0.89706  1.90787
N  2.37124  -0.14082  2.36413
C  2.04414  -0.77014  3.52793
N  2.43427  -2.08074  3.56404
S  1.36892  0.03690  4.79492
C  1.15539  3.03332  1.12984
C  1.49607  4.34979  0.85792
C  0.54588  5.16029  0.24786
C  -0.69227  4.62632  -0.05653
C  -0.96763  3.30324  0.26386
N  -0.05921  2.52728  0.84772
H  3.80865  1.81163  2.94704
H  3.64759  3.43138  2.23727
H  4.17371  2.07730  1.23684
H  2.87009  -0.62155  1.63032
H  2.26442  -2.57808  2.69900
H  2.08605  -2.56586  4.37568
H  2.47590  4.73509  1.09600
H  0.78193  6.19036  0.01355
H  -1.45583  5.22005  -0.54219
H  -1.91826  2.78404  0.10603
C  -1.68274  3.16894  -4.09797
C  -2.29946  1.78240  -4.25263
C  -3.28903  1.49017  -3.13100
C  -1.23265  0.68912  -4.35509
N  -0.31992  0.67849  -3.22655
C  -0.43214  0.09793  -2.02789
N  0.60049  0.46199  -1.30469
N  1.34752  1.26410  -2.08389
N  0.80733  1.41088  -3.23855
H  -2.45875  3.93228  -4.16910
H  -0.92734  3.37139  -4.85908
H  -1.20274  3.27027  -3.12302
H  -2.83431  1.74557  -5.20964
H  -2.82502  1.48320  -2.13896
H  -3.75819  0.51163  -3.25563
H  -4.08229  2.23934  -3.11592
H  -0.61494  0.80691  -5.24562
H  -1.71214  -0.29044  -4.39087
H  -1.26020  -0.48725  -1.64874
Se  -2.50204  0.33496  0.64654
N  -0.52162  -9.27458  2.06534
C  -0.46554  -8.12849  1.97163
C  -0.39487  -6.70314  1.85235
C  -1.51565  -5.91460  2.13048
C  -1.44434  -4.54464  2.01000
C  -0.25420  -3.90755  1.60818
C  0.85732  -4.72141  1.33197
C  0.79394  -6.09439  1.45038
C  -0.21200  -2.49915  1.49133
C  -0.22693  -1.29063  1.30981
H  -2.43867  -6.38681  2.44036
H  -2.30396  -3.92340  2.22262
H  1.77771  -4.25475  0.99815
H  1.66028  -6.70346  1.22815


3.
Below is a single C27H32N4O3 molecule, with properties calculated with ωB97M-V with the def2-TZVPD basis set.

For the energy relative to the best compared isomer or geometry (same formula, charge and spin), the calculation gives 80.04 kJ/mol. The gap between HOMO and LUMO comes out at 0.2959 hartree. For the total energy, the calculation gives -40622.235 eV. The calculation puts the HOMO energy at -7.7 eV.

Element x y z (Å)
C  3.84313  4.21410  4.47442
H  3.07086  4.97040  4.35566
H  4.53000  4.28930  3.63494
H  4.38820  4.41133  5.39342
C  3.21597  2.82148  4.52339
N  2.49080  2.52760  3.31651
C  1.16024  2.73532  3.12706
C  0.78354  2.40659  1.84529
C  1.99499  2.01863  1.17224
C  2.32352  1.69420  -0.14660
C  3.62707  1.37374  -0.44941
C  4.62627  1.39619  0.52581
C  4.34867  1.77682  1.82033
C  3.03340  2.09939  2.13475
H  5.13222  1.83043  2.56136
H  5.63735  1.13416  0.25219
H  3.88618  1.10562  -1.46263
H  1.57657  1.71333  -0.92462
C  -0.58337  2.43594  1.38173
C  -1.17388  1.58142  0.52176
N  -0.42784  0.47548  0.06789
C  -0.34268  -0.19606  -1.10757
O  -1.10745  -0.06771  -2.05430
C  0.82906  -1.11058  -1.17973
C  1.38884  -1.33800  -2.43317
C  2.51761  -2.12211  -2.56760
C  3.10722  -2.71176  -1.45719
C  2.52373  -2.51060  -0.20979
C  1.40156  -1.72051  -0.06584
H  0.96132  -1.60781  0.91531
H  2.95995  -2.98084  0.65986
C  4.33190  -3.56262  -1.58588
H  4.08956  -4.60315  -1.37069
H  5.09256  -3.24529  -0.87451
H  4.74356  -3.50604  -2.59009
H  2.94750  -2.27655  -3.54665
H  0.92979  -0.87714  -3.29485
H  0.37537  0.33456  0.67052
C  -2.64332  1.76765  0.28021
O  -3.30012  2.45197  1.05255
N  -3.16221  1.15657  -0.79150
C  -4.57499  1.15568  -1.06825
H  -4.72208  1.34889  -2.13343
C  -5.21369  -0.19576  -0.70482
N  -4.55091  -1.26806  -1.42879
C  -5.42651  -2.16035  -2.16016
C  -4.56412  -3.05708  -3.05207
O  -3.63594  -3.79881  -2.29628
C  -2.80471  -2.93299  -1.55649
C  -3.62827  -2.04480  -0.62416
H  -2.96496  -1.37170  -0.08025
H  -4.16364  -2.68194  0.10536
H  -2.12324  -3.57027  -0.98938
H  -2.22898  -2.29189  -2.23881
H  -5.18005  -3.78568  -3.58263
H  -4.03031  -2.42514  -3.77718
H  -6.10007  -1.57143  -2.78561
H  -6.02844  -2.79547  -1.48373
H  -6.27326  -0.15906  -0.97116
H  -5.14333  -0.34536  0.38011
H  -5.03588  1.95147  -0.47749
H  -2.56054  0.64011  -1.43304
H  -1.22694  3.18278  1.82552
H  0.53740  3.07148  3.93432
H  2.52149  2.75522  5.36530
H  3.99431  2.06471  4.65854


4.
Below is a molecular structure, C23H22Cl5N8O4SnTe, with properties calculated with ωB97M-V with the def2-TZVPD basis set.

For the energy relative to the best compared isomer or geometry (same formula, charge and spin), the calculation gives 0.00 kJ/mol. The gap between HOMO and LUMO comes out at 0.2574 hartree. For the total energy, the calculation gives -120029.133 eV. The total charge is +3. The calculation puts the HOMO energy at -15.3 eV.

Element x y z (Å)
Sn  -1.30187  1.62709  1.36390
N  -2.09466  2.09907  4.13235
N  -2.10278  3.48155  4.38240
C  -1.86247  4.34358  3.38537
N  -2.02854  5.63624  3.56269
N  -1.42573  3.75449  2.24856
N  -1.34266  4.42475  1.08103
O  -1.41143  5.61016  0.95262
O  -1.17728  3.61922  0.12582
H  -3.04893  1.74859  4.17345
H  -1.54358  1.64097  4.85156
H  -2.42972  3.82284  5.27661
H  -2.39410  6.00508  4.42833
H  -1.80908  6.28329  2.81861
Cl  -1.88809  -7.23775  0.09509
C  -0.87848  -5.86846  -0.02113
C  -1.41028  -4.58728  0.14639
Cl  -3.08252  -4.39052  0.45805
C  -0.57830  -3.47346  0.06883
Cl  -1.24136  -1.88258  0.25078
C  0.77853  -3.62322  -0.19287
O  1.52114  -2.47387  -0.29859
C  1.30093  -4.89749  -0.38822
Cl  2.96757  -5.05236  -0.79712
C  0.48278  -6.02208  -0.29301
Cl  1.14722  -7.57340  -0.52687
Te  3.21457  -2.12354  0.59089
C  4.68422  -2.29418  -0.85791
C  4.70068  -1.49259  -1.99455
C  5.76879  -1.60917  -2.86763
C  6.80254  -2.49813  -2.59192
C  6.77930  -3.28487  -1.44681
C  5.71014  -3.19507  -0.57113
C  2.91194  -0.06898  0.32297
C  1.86282  0.40923  -0.44970
C  1.76362  1.78106  -0.65826
C  2.69313  2.64706  -0.09381
C  3.73386  2.15109  0.68113
C  3.85161  0.78454  0.89025
H  3.89982  -0.79403  -2.20122
H  5.80025  -1.00290  -3.76240
H  7.63562  -2.57757  -3.27722
H  7.58922  -3.97020  -1.23853
H  5.68240  -3.82161  0.31347
H  1.14928  -0.27075  -0.89443
H  0.97605  2.17490  -1.29028
H  2.61936  3.71071  -0.27984
H  4.46689  2.82145  1.10852
H  4.67969  0.40621  1.47950
C  -6.25089  0.83819  -2.48121
N  -5.16593  1.03663  -1.52421
C  -5.32604  1.53229  -0.16715
C  -3.89178  1.52409  0.27847
O  -3.46290  1.88355  1.41980
N  -3.08044  1.09037  -0.66309
C  -3.88023  0.79702  -1.74187
N  -3.38893  0.32031  -2.86776
H  -7.16940  1.22254  -2.04745
H  -6.38749  -0.22131  -2.69792
H  -6.05348  1.39120  -3.39958
H  -5.93877  0.86817  0.44688
H  -5.75404  2.53646  -0.13810
H  -2.39731  0.17312  -2.95251
H  -3.97449  0.11026  -3.65998